Computed, not measured: one molecule with the formula C2H6N2O2S in a non-equilibrium geometry, with wB97M-V/def2-TZVPD.

Each line ends with the Mulliken charge.
Geometry (Å):
O (-0.81808, -2.34349, 0.24100)  -0.636
S (-0.13530, -1.13336, -0.26997)  0.948
O (1.15040, -1.79347, -1.17880)  -0.498
N (-0.77960, -0.14107, -1.18806)  -0.381
N (-1.28621, 0.96601, -0.46533)  -0.343
C (-0.13408, 1.34970, 0.43293)  -0.428
C (0.52648, 0.10247, 0.96084)  -0.536
H (1.05043, -2.65123, -1.59369)  0.329
H (-1.41088, 1.80376, -1.11933)  0.289
H (-0.44904, 2.03673, 1.28036)  0.276
H (0.41787, 2.04264, -0.11322)  0.321
H (1.67095, 0.02870, 1.10294)  0.357
H (0.19706, -0.26738, 1.91033)  0.304

Output
LUMO: 0.614 eV
Total charge: 0
Orbital gap: 8.913 eV
M: 122.1 g mol⁻¹
Energy: -20077.4635 eV
Relative energy (zero: lowest compared OMol25 entry of this formula, charge and spin): 446.0 kJ/mol

---

Computed, not measured: one molecule with the formula C2H6N2O3 in a non-equilibrium geometry, with wB97M-V/def2-TZVPD.

Each line ends with the Mulliken charge.
Geometry (Å):
C (-0.96970, -0.23222, 0.16272)  -0.762
N (0.40642, -0.53102, 0.57473)  -0.491
C (1.28925, 0.28208, -0.36829)  0.024
O (1.24079, 1.66335, -0.31170)  -0.463
N (2.65336, -0.20843, -0.05596)  0.955
O (2.89118, -1.37025, -0.33850)  -0.554
O (3.41654, 0.55283, 0.50881)  -0.617
H (-1.01151, 0.83954, 0.46245)  0.321
H (-1.22332, -0.51154, -0.84572)  0.304
H (-1.71256, -0.94237, 0.79092)  0.259
H (0.78525, -1.45650, 0.43804)  0.287
H (1.10862, 0.08164, -1.37452)  0.368
H (1.87601, 1.86888, 0.38500)  0.369

Output
LUMO: -0.198 eV
Total charge: 0
Orbital gap: 9.975 eV
M: 106.1 g mol⁻¹
Energy: -11290.2715 eV
Relative energy (zero: lowest compared OMol25 entry of this formula, charge and spin): 487.8 kJ/mol

---

Computed, not measured: a 2-piece molecular cluster, C2H6N2O3 overall in a non-equilibrium geometry, with wB97M-V/def2-TZVPD.

Each line ends with the Mulliken charge.
Geometry (Å):
O (3.50136, -0.38172, -0.22979)  -0.609
N (2.37436, -0.06788, 0.00186)  1.054
O (1.91551, 1.03660, -0.18450)  -0.581
O (1.60066, -0.94348, 0.60612)  -0.496
H (0.67845, -0.33572, 0.59441)  0.555
C (-1.01930, 1.28882, 0.57136)  -0.247
N (-0.73987, 0.12509, 0.32741)  -0.270
C (-1.36923, -0.86807, -0.51234)  -0.981
H (-0.25092, 1.91762, 0.93823)  0.275
H (-2.04274, 1.71229, 0.42543)  0.249
H (-2.29893, -0.56219, -1.04052)  0.347
H (-0.77831, -1.12003, -1.36287)  0.336
H (-1.57103, -1.80131, -0.13480)  0.367

Output
LUMO: 0.567 eV
Total charge: 0
Orbital gap: 10.964 eV
M: 106.1 g mol⁻¹
Energy: -11288.8344 eV
Relative energy (zero: lowest compared OMol25 entry of this formula, charge and spin): 626.4 kJ/mol

---

Computed, not measured: one molecule with the formula C2H6N2O3S in a non-equilibrium geometry, with wB97M-V/def2-TZVPD.

Each line ends with the Mulliken charge.
Geometry (Å):
C (-0.97410, 1.18726, -1.31947)  -0.905
C (-1.77730, -0.46843, 0.78126)  -0.907
N (0.83336, -0.69785, 0.32258)  -0.608
N (1.90992, -0.29477, -0.10492)  1.068
O (3.03548, -1.11234, 0.09309)  -0.521
O (2.16029, 0.70378, -0.71458)  -0.593
O (-0.07652, 1.56066, 1.09508)  -0.652
S (-0.45270, 0.57663, 0.12388)  1.068
H (-0.32280, 1.95413, -1.70171)  0.359
H (-1.20591, 0.40113, -2.01647)  0.318
H (-2.25151, 0.08994, 1.57806)  0.303
H (-2.48131, -0.66857, -0.01601)  0.351
H (-1.33645, -1.38092, 1.15933)  0.337
H (2.93954, -1.85065, 0.71986)  0.382

Output
LUMO: 0.363 eV
Total charge: 0
Orbital gap: 9.244 eV
M: 138.1 g mol⁻¹
Energy: -22122.3180 eV
Relative energy (zero: lowest compared OMol25 entry of this formula, charge and spin): 647.4 kJ/mol

---

Computed, not measured: one molecule with the formula C2H6N2OS in a non-equilibrium geometry, with wB97M-V/def2-TZVPD.

Each line ends with the Mulliken charge.
Geometry (Å):
C (1.08321, -3.07565, 0.18001)  -0.431
O (0.33736, -2.13050, -0.56737)  -0.159
N (0.24536, -0.96002, 0.20099)  -0.462
C (-0.44599, 0.04301, -0.41206)  -0.097
N (-0.75609, 1.04667, 0.45354)  -0.233
S (-0.22733, 2.50560, 0.03124)  -0.188
H (2.17266, -2.75785, 0.15102)  0.220
H (0.65987, -3.98163, -0.60841)  0.174
H (0.46235, -3.11041, 1.07616)  0.271
H (-0.73054, 0.27953, -1.42285)  0.420
H (-0.45856, 0.74725, 1.44357)  0.341
H (-1.41560, 3.36681, 0.21009)  0.143

Output
LUMO: 0.786 eV
Total charge: 0
Orbital gap: 9.227 eV
M: 106.2 g mol⁻¹
Energy: -18029.8188 eV
Relative energy (zero: lowest compared OMol25 entry of this formula, charge and spin): 481.1 kJ/mol

---

Computed, not measured: C2H6N2OS as an isolated structure in a non-equilibrium geometry, with wB97M-V/def2-TZVPD.

Each line ends with the Mulliken charge.
Geometry (Å):
C (-1.55817, -0.30299, 0.38983)  -0.697
C (0.64980, 0.73337, -0.77855)  0.404
H (-0.67367, -0.90194, 0.99333)  0.246
H (-2.08041, 0.58147, 0.74542)  0.289
H (-2.44558, -1.02609, 0.35736)  0.284
H (0.00539, 2.23795, -1.37644)  0.315
H (1.85631, 0.30759, 1.19031)  0.326
H (1.47421, -1.96814, 0.06531)  0.282
N (0.86755, 1.92499, -0.85935)  -0.577
N (1.65752, -0.10458, -0.00888)  -0.370
O (1.02247, -1.26884, 0.47781)  -0.355
S (-0.77542, -0.21279, -1.19615)  -0.145

Output
LUMO: 0.658 eV
Total charge: 0
Orbital gap: 9.652 eV
M: 106.2 g mol⁻¹
Energy: -18029.8603 eV
Relative energy (zero: lowest compared OMol25 entry of this formula, charge and spin): 477.1 kJ/mol

---

Computed, not measured: one molecule with the formula C2H6N2OS in a non-equilibrium geometry, with wB97M-V/def2-TZVPD.

Each line ends with the Mulliken charge.
Geometry (Å):
C (-0.51066, 1.03728, 1.26149)  -1.001
C (-0.11964, 0.13199, 0.12351)  0.697
N (0.17025, 0.75056, -0.94318)  -0.454
S (0.67519, -0.02027, -2.39791)  -0.186
N (0.14708, -1.13310, 0.51025)  -0.227
O (-0.12439, -2.08345, -0.60774)  -0.448
H (-1.16036, 0.51803, 1.96294)  0.323
H (0.36132, 1.42738, 1.79970)  0.232
H (-1.03107, 1.97536, 0.94391)  0.294
H (1.30406, 1.02097, -2.89121)  0.142
H (-0.44295, -1.50008, 1.22067)  0.301
H (0.73117, -2.12468, -0.98242)  0.327

Output
LUMO: 0.867 eV
Total charge: 0
Orbital gap: 9.314 eV
M: 106.2 g mol⁻¹
Energy: -18031.6575 eV
Relative energy (zero: lowest compared OMol25 entry of this formula, charge and spin): 303.7 kJ/mol

---

Computed, not measured: C2H6N2OS as an isolated structure in a non-equilibrium geometry, with wB97M-V/def2-TZVPD.

Each line ends with the Mulliken charge.
Geometry (Å):
C (0.29974, -0.43225, 1.16212)  -0.808
C (-0.63520, 0.62481, -0.95922)  0.236
H (0.84352, 0.60800, 1.19605)  0.234
H (-0.54707, -0.20801, 1.91593)  0.253
H (0.88936, -1.20316, 1.68017)  0.280
H (-1.61395, -1.78751, -1.29292)  0.366
H (-1.60277, 0.40172, -1.46894)  0.359
H (2.11577, 0.56530, 0.13565)  0.168
N (-0.32561, -0.44305, -0.18181)  0.077
N (0.17716, 1.51834, -1.23246)  -0.454
O (-1.45287, -1.26281, -0.14687)  -0.560
S (1.85191, 1.61861, -0.80770)  -0.153

Output
LUMO: 0.082 eV
Total charge: 0
Orbital gap: 8.456 eV
M: 106.2 g mol⁻¹
Energy: -18029.0073 eV
Relative energy (zero: lowest compared OMol25 entry of this formula, charge and spin): 559.4 kJ/mol

---

Computed, not measured: one molecule with the formula C2H6N2OS in a non-equilibrium geometry, with wB97M-V/def2-TZVPD.

Each line ends with the Mulliken charge.
Geometry (Å):
H (0.08163, 1.57940, -0.51653)  0.231
N (-0.77488, 1.04888, -0.33133)  -0.762
C (-0.58996, -0.21383, -0.24685)  0.597
N (-1.68415, -1.04808, -0.14565)  -0.230
O (-2.90398, -0.38334, -0.00369)  -0.427
S (0.92269, -1.14429, -0.30730)  -0.074
C (2.10073, 0.15219, 0.14045)  -0.890
H (-1.59866, -1.75533, 0.61600)  0.266
H (-2.63637, 0.55162, 0.06252)  0.371
H (2.22007, 0.88902, -0.66249)  0.301
H (1.79863, 0.69173, 1.07172)  0.327
H (3.06426, -0.36798, 0.32314)  0.288

Output
LUMO: 0.617 eV
Total charge: 0
Orbital gap: 9.880 eV
M: 106.2 g mol⁻¹
Energy: -18032.5149 eV
Relative energy (zero: lowest compared OMol25 entry of this formula, charge and spin): 221.0 kJ/mol

---

Computed, not measured: a 2-piece molecular cluster, C2H6N2S overall in a non-equilibrium geometry, with wB97M-V/def2-TZVPD.

Each line ends with the Mulliken charge.
Geometry (Å):
C (0.97972, -0.89034, -0.01478)  -0.195
C (-0.21334, 0.09361, 0.14153)  -0.017
H (2.90422, -0.27662, -1.01937)  0.236
H (3.14766, 0.07591, 1.08457)  0.267
H (1.06082, -1.67495, 0.97098)  0.216
H (1.23711, -1.78616, -0.75473)  0.342
H (-0.66090, 2.25592, -0.15313)  0.305
H (0.94185, 1.80109, -0.53648)  0.318
N (2.36139, -0.03205, -0.05635)  -0.670
N (0.01184, 1.43287, 0.08619)  -0.470
S (-1.86510, -0.33879, -0.03508)  -0.331

Output
LUMO: 0.150 eV
Total charge: 0
Orbital gap: 8.277 eV
M: 90.2 g mol⁻¹
Energy: -15982.0817 eV
Relative energy (zero: lowest compared OMol25 entry of this formula, charge and spin): 455.1 kJ/mol